The following is a DFT calculation (ωB97M-V/def2-TZVPD) of a single C2H2N2O2S molecule.

```
9
Properties=species:S:1:pos:R:3:forces:R:3
C 0.796 0.045 0.272 1.24 -3.62 -1.80
C -0.455 -0.795 0.031 -1.64 3.99 1.64
N 1.941 -0.532 0.074 -0.70 0.94 0.66
N -0.407 -2.003 -0.047 -1.51 -1.58 -0.86
O 1.831 -1.908 -0.332 0.40 0.73 -0.51
O 1.091 -2.833 1.800 -0.88 -0.06 2.12
S 2.016 -3.112 0.746 1.30 0.07 -1.13
H 0.821 1.096 0.373 -0.11 0.93 0.48
H -1.480 -0.179 0.173 1.89 -1.38 -0.60
```
Positions in Å, forces in eV/Å.

Computed properties:
Strongest force on any atom ... 4.6 eV Å⁻¹
Energy relative to the best compared isomer or geometry (same formula, charge and spin) ... 129.3 kcal per mole
Total energy ... -20010.7419 eV

=====

The following is a DFT calculation (ωB97M-V/def2-TZVPD) of a single C4H10BFO2 molecule.

```
18
Properties=species:S:1:pos:R:3:forces:R:3
B 1.785 -0.114 0.064 -1.67 -0.14 2.22
C -0.235 1.562 -0.471 -2.55 -1.02 0.37
C -2.392 -0.608 0.246 5.18 -2.02 -2.35
C 0.164 0.346 0.372 0.49 -0.20 -0.23
C -0.749 -0.858 0.077 -1.44 0.08 1.07
O 2.076 -1.304 0.704 -1.12 0.70 -0.13
O 2.686 0.704 -0.528 1.17 0.78 -0.09
F -0.611 -1.286 -1.215 0.52 0.03 -1.74
H -0.650 1.229 -1.416 -0.12 -0.26 -0.32
H -1.070 2.176 -0.023 1.28 -0.30 -0.26
H 0.632 2.050 -0.747 1.52 1.86 -0.20
H -2.678 -0.036 -0.587 -0.56 0.71 -1.02
H -2.360 -0.082 1.099 -1.21 1.38 3.45
H -2.630 -1.636 0.158 -1.45 -0.60 0.58
H -0.041 0.643 1.455 0.84 -0.72 -1.06
H -0.396 -1.763 0.620 -0.57 0.82 0.47
H 2.831 -1.799 0.451 1.26 -0.45 -0.35
H 3.639 0.776 -0.260 -1.59 -0.65 -0.40
```
Positions in Å, forces in eV/Å.

Computed properties:
Strongest force on any atom ... 6.0 eV Å⁻¹
Energy relative to the best compared isomer or geometry (same formula, charge and spin) ... 0.0 kcal per mole
Total energy ... -11800.5274 eV

=====

The following is a DFT calculation (ωB97M-V/def2-TZVPD) of a molecular structure, C38H56MnN5O4S.

```
105
Properties=species:S:1:pos:R:3:forces:R:3
Mn -0.007 -1.662 -0.376 0.08 -0.03 0.03
C 0.477 5.492 -0.050 -0.01 -0.01 0.01
C -0.577 5.313 -1.143 0.00 0.01 -0.01
C -1.825 6.110 -0.737 0.00 -0.01 0.00
C -0.012 5.887 -2.450 0.00 0.00 0.00
C -0.953 3.848 -1.349 0.04 0.00 0.02
C -0.365 2.833 -0.650 0.03 -0.02 -0.02
C -0.715 1.464 -0.863 -0.12 0.05 0.01
N -0.066 0.432 -0.329 0.04 0.02 -0.02
C 1.003 0.605 0.598 -0.04 -0.03 0.04
C 2.098 1.437 0.439 0.00 0.01 -0.01
C 3.112 1.452 1.390 0.00 0.00 -0.01
C 2.976 0.611 2.489 0.02 0.00 0.01
C 1.927 -0.292 2.663 0.01 0.03 -0.01
C 0.944 -0.333 1.660 -0.03 0.01 -0.05
O -0.015 -1.251 1.579 -0.02 -0.05 0.10
C 1.988 -1.254 3.859 -0.01 0.00 0.01
C 3.130 -2.254 3.622 -0.01 0.00 -0.01
C 2.266 -0.464 5.147 0.01 0.00 0.00
C 0.703 -2.056 4.098 0.01 0.00 0.00
C 4.367 2.313 1.247 0.00 0.00 0.01
C 4.461 3.292 2.425 0.00 0.00 -0.01
C 4.361 3.126 -0.049 0.00 0.00 0.00
C 5.610 1.412 1.233 0.00 0.00 -0.01
C -1.956 1.215 -1.613 0.07 -0.03 0.02
O -2.596 0.142 -1.450 0.10 -0.01 0.00
C -2.439 2.265 -2.484 -0.05 -0.01 0.14
C -1.942 3.529 -2.321 0.02 -0.04 -0.13
C -3.579 1.945 -3.449 -0.02 0.02 -0.01
C -4.864 1.688 -2.647 -0.06 -0.06 0.00
C -3.843 3.096 -4.422 0.00 0.03 0.02
C -3.242 0.699 -4.286 0.02 0.04 0.01
H 0.702 6.555 0.069 0.00 0.00 0.00
H 1.406 4.979 -0.303 0.01 0.00 0.00
H 0.127 5.110 0.910 0.01 0.00 0.00
H -1.573 7.165 -0.595 0.00 0.00 0.00
H -2.237 5.725 0.198 0.00 0.00 0.00
H -2.605 6.048 -1.498 0.00 0.00 0.00
H 0.261 6.938 -2.316 0.00 0.00 0.00
H -0.737 5.829 -3.263 0.00 0.00 0.00
H 0.879 5.335 -2.754 0.00 0.00 0.00
H 0.385 3.047 0.092 0.03 0.01 0.00
H 2.173 2.026 -0.464 -0.01 0.02 0.00
H 3.767 0.618 3.231 0.00 0.00 0.00
H 4.087 -1.743 3.500 0.00 0.00 0.00
H 2.940 -2.835 2.718 0.00 0.00 0.00
H 3.212 -2.946 4.466 0.00 0.00 0.00
H 3.212 0.078 5.113 0.00 -0.01 0.00
H 2.310 -1.150 5.998 0.00 0.00 0.00
H 1.470 0.260 5.331 0.00 0.00 0.00
H 0.495 -2.737 3.276 -0.01 0.00 0.01
H -0.160 -1.398 4.209 -0.01 0.00 -0.01
H 0.823 -2.631 5.022 0.00 0.01 0.00
H 3.594 3.956 2.442 0.00 0.00 0.00
H 5.364 3.905 2.343 0.00 0.00 0.00
H 4.496 2.763 3.379 0.00 0.00 0.00
H 3.512 3.811 -0.088 -0.01 0.00 0.00
H 4.322 2.477 -0.926 0.00 0.00 0.00
H 5.275 3.722 -0.110 0.00 0.00 0.00
H 5.701 0.843 2.159 0.00 0.00 0.00
H 6.516 2.013 1.115 0.00 0.00 0.00
H 5.554 0.698 0.409 0.00 0.00 0.00
H -2.328 4.331 -2.936 -0.03 0.01 0.00
H -5.153 2.582 -2.089 0.00 0.01 -0.01
H -4.706 0.873 -1.943 -0.04 0.03 -0.03
H -5.685 1.420 -3.319 0.00 0.02 -0.02
H -4.203 3.994 -3.915 0.04 0.00 0.03
H -4.616 2.795 -5.131 0.01 -0.01 -0.02
H -2.943 3.353 -4.985 -0.01 0.01 -0.02
H -3.249 -0.194 -3.668 0.05 -0.03 0.02
H -2.249 0.788 -4.734 -0.01 0.02 -0.02
H -3.973 0.585 -5.091 -0.02 -0.02 0.02
C -5.215 -2.554 0.136 0.00 0.00 0.00
C -4.329 -2.701 -1.041 0.03 -0.02 -0.02
N -4.694 -3.038 -2.234 -0.03 0.01 0.01
N -3.531 -2.993 -2.961 0.02 0.02 0.03
C -2.457 -2.611 -2.250 0.09 -0.01 -0.12
S -0.899 -2.329 -2.762 -0.08 -0.02 -0.02
N -2.973 -2.481 -0.990 0.02 -0.01 0.04
N -2.240 -1.951 0.053 -0.01 0.09 -0.01
H -6.236 -2.777 -0.162 0.00 0.00 0.00
H -5.165 -1.533 0.517 0.00 0.00 0.00
H -4.916 -3.232 0.937 0.00 0.00 0.00
H -3.541 -3.132 -3.955 -0.01 -0.01 0.00
H -2.260 -2.535 0.879 0.01 0.03 0.03
H -2.469 -0.961 0.162 -0.02 -0.04 0.01
O 3.883 -2.239 -1.479 0.04 0.13 0.04
C 2.852 -2.145 -0.841 -0.08 -0.27 -0.05
O 1.748 -1.616 -1.263 -0.06 0.06 0.00
H 2.798 -2.565 0.185 0.02 0.08 0.02
C -1.228 -6.765 0.782 0.01 0.00 0.01
C 0.191 -6.213 0.589 0.02 -0.01 0.02
C 1.005 -6.439 1.870 -0.01 0.00 -0.01
C 0.868 -6.935 -0.583 0.00 0.01 0.02
C 0.125 -4.772 0.300 -0.05 0.01 0.03
C 0.093 -3.588 0.042 0.04 -0.03 -0.12
H -1.192 -7.838 0.990 0.00 0.00 0.00
H -1.827 -6.603 -0.115 0.00 0.00 0.00
H -1.721 -6.266 1.619 0.00 0.00 0.00
H 1.061 -7.506 2.101 0.00 0.00 0.00
H 0.546 -5.920 2.713 0.00 0.00 0.00
H 2.018 -6.053 1.749 0.00 0.00 0.00
H 0.940 -8.007 -0.378 0.00 0.00 0.00
H 1.871 -6.539 -0.742 0.00 -0.01 -0.01
H 0.298 -6.790 -1.502 0.00 0.01 0.00
```
Positions in Å, forces in eV/Å.

Computed properties:
Strongest force on any atom ... 0.3 eV Å⁻¹
<S²> ... 8.83
Energy relative to the best compared isomer or geometry (same formula, charge and spin) ... 15.9 kcal per mole
Total energy ... -98113.1922 eV
Multiplicity ... 6
Charge ... -1

=====

Question: Look up the total energy of the second one.
Answer: -11800.5274 eV

=====

Question: Look up the energy relative to the best compared isomer or geometry (same formula, charge and spin) of the third one.
Answer: 15.9 kcal per mole